This record from the Open Molecules 2025 dataset describes a 2-piece molecular cluster, C26H49NO7P overall at a distorted geometry. The level of theory is ωB97M-V/def2-TZVPD.

XYZ file:
```
84
Properties=species:S:1:pos:R:3:forces:R:3
C 6.669925 -2.106772 1.492071 0.535 -0.360 -0.360
O 5.462544 -1.238616 1.372629 1.852 0.386 0.101
C 5.847681 0.172521 1.176133 0.881 0.175 -0.055
C 4.548310 1.198879 1.022797 0.776 -0.175 0.281
C 3.191953 0.439016 0.471489 0.785 -0.209 -0.596
C 1.909727 1.468971 0.256426 0.959 0.828 0.819
C 0.684638 1.148307 1.297653 -0.042 -1.676 -0.311
C -0.770530 0.853941 0.569539 -3.160 0.050 -0.999
C -1.981303 1.916418 0.873802 -1.152 -2.662 -2.617
C -1.895999 3.249733 1.828963 -0.486 -0.475 0.245
C -2.695625 2.855201 3.243182 -0.209 -0.580 0.389
C -2.327369 1.286936 3.688928 -0.099 0.384 0.573
C -2.393780 3.925706 4.464702 -0.756 -0.577 -0.321
C -3.449556 1.592954 0.183369 2.654 -2.153 -0.761
C -4.718111 2.600806 0.434932 -0.764 -0.282 0.121
C -3.614716 0.224366 -0.762808 1.439 2.802 2.036
C -5.137113 -0.028827 -1.363344 -0.123 -0.009 0.385
C -6.167858 -0.436332 -0.154696 -0.576 -1.182 -0.060
C -5.657312 -1.656471 0.813884 -0.670 0.313 1.097
O -5.925409 -3.011219 0.290648 -0.681 1.120 2.420
C -6.613471 -3.723593 1.403334 -0.956 -1.074 -0.585
N -2.430608 -0.728064 -1.029280 -1.550 4.364 2.950
P -2.572642 -2.176804 -2.058954 3.271 -3.190 -2.225
O -3.251222 -1.834272 -3.625709 -2.165 -1.377 3.258
O -3.354266 -3.509183 -1.255104 0.947 1.458 -0.745
C -1.039926 -0.474635 -0.410061 -0.524 3.018 2.116
C 0.234038 -1.483674 -0.625875 -0.678 -1.105 0.020
C 0.963532 -1.381141 -2.090484 0.581 0.013 -0.165
C 0.251696 -0.354888 -3.152845 -1.644 -2.730 -6.568
O -0.176286 -0.908439 -4.321748 2.567 3.882 7.866
O 0.075702 1.096922 -2.990970 2.170 -2.810 0.027
H 7.207334 -2.218132 0.435954 -1.164 0.300 2.112
H 6.367316 -3.192427 1.860275 0.324 2.526 -0.809
H 7.469626 -1.676417 2.240990 -1.696 -0.651 -1.339
H 6.550944 0.238051 0.227300 -1.491 -0.065 1.682
H 6.530120 0.482851 2.096925 -1.491 -0.401 -1.805
H 4.911354 2.059817 0.294065 -0.947 -1.837 1.379
H 4.412249 1.707110 2.082209 -0.125 -1.119 -2.167
H 2.968325 -0.444977 1.211739 0.232 1.816 -1.339
H 3.482394 -0.068196 -0.562115 -0.548 1.141 2.151
H 1.557066 1.548551 -0.856680 0.593 -0.394 2.242
H 2.327314 2.546644 0.554835 -1.010 -2.242 -0.797
H 0.967211 0.131662 1.856156 -0.672 2.213 -1.112
H 0.648741 1.969977 2.130162 -0.441 -1.590 -1.817
H -2.397593 4.188187 1.288318 0.997 -2.266 1.103
H -0.811204 3.588838 2.110928 -1.969 -1.008 -0.736
H -3.867771 2.854788 3.084255 2.474 0.167 0.065
H -1.167298 1.054625 3.575780 -2.512 0.484 0.160
H -2.973901 0.506030 3.076610 1.513 1.660 1.194
H -2.603986 1.154588 4.834134 0.574 0.286 -2.412
H -3.192904 3.688479 5.311067 1.907 0.473 -1.663
H -2.638117 5.011777 4.088555 0.791 -2.064 0.770
H -1.295224 3.807629 4.889462 -2.349 0.400 -0.946
H -4.426969 3.720100 0.640849 -0.167 -2.401 -0.474
H -5.501192 2.628809 -0.459831 1.969 -0.263 1.769
H -5.352837 2.249635 1.380686 1.546 0.625 -1.995
H -5.589360 0.954041 -1.866158 1.498 -2.037 1.059
H -5.196318 -0.866609 -2.178396 0.484 1.586 1.648
H -7.163177 -0.826775 -0.682927 2.149 0.850 1.132
H -6.497568 0.446500 0.539077 0.961 -1.516 -1.499
H -6.291745 -1.567460 1.821168 1.432 0.161 -2.142
H -4.533395 -1.602304 1.135528 -1.876 0.150 -0.807
H -7.680622 -3.235656 1.563451 2.223 -0.879 -0.094
H -6.823012 -4.834721 1.040736 0.707 2.398 0.782
H -5.985606 -3.724354 2.399452 -1.195 0.032 -2.029
H -4.113372 -2.367085 -3.753459 1.638 1.176 0.158
H -2.612185 -4.193012 -1.118600 -1.461 1.667 -0.484
H -0.172368 -2.599259 -0.505735 0.831 2.569 -0.304
H 1.086008 -1.379940 0.188253 -2.211 0.347 -1.477
H 1.005247 -2.462625 -2.593942 -0.443 2.703 0.925
H 2.101625 -1.095551 -1.900114 -2.441 -0.206 -0.543
H 0.995676 1.520825 -2.984664 -1.692 -0.929 0.116
C 7.002005 0.324613 -3.378572 0.167 0.236 0.189
C 6.079601 -0.706506 -2.747900 0.245 -0.063 -0.721
C 6.068897 -2.001335 -3.544628 -0.046 -0.314 0.146
O 4.756636 -0.180272 -2.684161 -0.565 0.176 0.117
H 6.672173 0.577363 -4.392574 0.041 -0.164 0.038
H 6.990174 1.255505 -2.801556 0.044 -0.158 -0.015
H 8.031316 -0.044117 -3.427763 -0.124 0.070 -0.033
H 6.401701 -0.908976 -1.720651 -0.278 0.084 -0.061
H 5.705986 -1.831050 -4.564454 0.143 0.089 0.050
H 5.391440 -2.729649 -3.086030 0.148 0.087 0.009
H 7.070199 -2.439891 -3.598731 -0.137 0.036 -0.036
H 4.462402 0.002561 -3.591877 0.240 -0.104 0.326
```
Positions in Å, forces in eV/Å.

Max |F|, eV/Å: 9.14
Highest occupied orbital energy, eV: -11.5
Charge: +1
Electronic energy, eV: -52845.40935
Frontier orbital gap, eV: 7.333

These are the Mulliken partial charges, in e, on atoms 1 to 2: -0.60 -0.31